# 1
{
  "formula": "C2H8OS2",
  "method": "ωB97M-V/def2-TZVPD",
  "e_tot_ha": -952.60404,
  "multiplicity": 1,
  "homo_ha": -0.314,
  "de_lowest_kj_mol": 25.0,
  "max_force_ha_per_bohr": 0.018,
  "smiles": "CSSC.O",
  "elements": ["C", "S", "S", "C", "H", "H", "H", "H", "H", "H", "H", "H", "O"],
  "positions_angstrom": [[0.3692, 1.6999, -1.2330], [0.9311, 0.2522, -2.0970], [1.9667, -0.8509, -0.7696], [0.6806, -1.7500, 0.1225], [-0.2266, 1.5540, -0.3351], [1.1487, 2.3855, -0.9586], [-0.2361, 2.2269, -1.9771], [-0.2040, -1.1387, 0.1510], [0.5195, -2.7466, -0.2618], [1.0054, -1.8502, 1.1434], [-2.3908, -0.5872, 1.8881], [-1.9000, 0.7495, 2.4779], [-1.6637, 0.0554, 1.8493]],
  "atomic_forces_ev_per_a": [[-0.4617, 0.8138, 0.1244], [-0.1625, -0.3090, -0.5470], [0.3618, -0.0314, 0.2867], [0.2360, 0.0450, 0.1495], [-0.1874, -0.5113, -0.1042], [0.7186, 0.1367, 0.0208], [-0.1244, -0.0834, 0.0938], [-0.4329, 0.0175, -0.1295], [-0.2072, -0.0921, -0.3727], [0.2664, -0.0077, 0.4865], [0.3159, 0.3471, 0.0200], [0.0070, -0.1823, -0.1223], [-0.3297, -0.1429, 0.0939]],
  "mulliken_charge": [-0.684, -0.080, -0.095, -0.651, 0.202, 0.301, 0.263, 0.139, 0.314, 0.291, 0.307, 0.304, -0.610]
}

# 2
{
  "formula": "C2H8S",
  "method": "ωB97M-V/def2-TZVPD",
  "e_tot_ha": -479.16437,
  "multiplicity": 1,
  "homo_ha": -0.334,
  "de_lowest_kj_mol": 3.3,
  "max_force_ha_per_bohr": 0.006,
  "smiles": "CS.C",
  "elements": ["C", "H", "H", "H", "H", "C", "S", "H", "H", "H", "H"],
  "positions_angstrom": [[-2.3928, -0.0731, -0.3405], [-3.3509, 0.1746, -0.8002], [-1.6133, 0.5521, -0.7546], [-2.4540, 0.0860, 0.7350], [-2.1650, -1.1161, -0.5438], [1.9367, 0.5201, 0.1152], [1.5887, -1.2624, 0.1972], [1.3809, 0.8639, -0.7560], [2.9993, 0.7178, -0.0135], [1.5979, 1.0680, 0.9939], [2.4725, -1.5309, 1.1674]],
  "atomic_forces_ev_per_a": [[-0.2816, -0.1147, 0.0525], [0.1023, 0.0338, 0.0413], [0.1379, 0.1432, -0.0954], [0.0126, -0.0253, -0.0355], [0.0465, -0.0359, 0.0382], [-0.0553, 0.0050, -0.0091], [0.1668, 0.1922, 0.1872], [0.1372, 0.1618, 0.0369], [-0.0670, -0.0879, -0.1918], [-0.1438, -0.1774, -0.0232], [-0.0556, -0.0949, -0.0010]],
  "mulliken_charge": [-0.913, 0.288, 0.171, 0.229, 0.230, -0.749, -0.182, 0.225, 0.327, 0.274, 0.099]
}

# 3
{
  "formula": "C2H8S2",
  "method": "ωB97M-V/def2-TZVPD",
  "e_tot_ha": -877.34084,
  "multiplicity": 1,
  "homo_ha": -0.330,
  "de_lowest_kj_mol": 46.9,
  "max_force_ha_per_bohr": 0.039,
  "smiles": "CC.SS",
  "elements": ["S", "S", "H", "H", "C", "C", "H", "H", "H", "H", "H", "H"],
  "positions_angstrom": [[-2.8659, 0.2457, 0.7263], [-2.4321, -1.5794, -0.2907], [-2.0890, 1.0594, -0.0224], [-1.0883, -1.4369, -0.3208], [0.8789, -0.3034, 0.5405], [1.2397, 0.6933, -0.5544], [0.0199, 0.0581, 1.1326], [0.6758, -1.2959, 0.1317], [1.7779, -0.2854, 1.1993], [0.3296, 0.9053, -1.1660], [1.9475, 0.2240, -1.2285], [1.6059, 1.7152, -0.1476]],
  "atomic_forces_ev_per_a": [[0.4677, -0.5936, -0.3442], [-0.0198, 0.8533, 0.1054], [-0.3084, -0.1609, -0.0342], [-0.4478, -0.1214, 0.1870], [0.8922, 1.1326, 0.8534], [-1.0749, 1.3472, -0.2189], [0.3518, -0.3472, -0.1830], [0.3145, 0.0875, 0.2612], [-0.7958, -0.7347, -0.1150], [0.6330, 0.0337, 0.2410], [0.4031, 0.3569, -0.0793], [-0.4156, -1.8533, -0.6734]],
  "mulliken_charge": [-0.200, -0.114, 0.155, 0.082, -0.728, -0.680, 0.182, 0.258, 0.293, 0.197, 0.297, 0.257]
}

# 4
{
  "formula": "C2H8S2",
  "method": "ωB97M-V/def2-TZVPD",
  "e_tot_ha": -877.00573,
  "multiplicity": 2,
  "homo_ha": [-0.531, -0.473],
  "s_squared": 0.755,
  "total_charge": 1,
  "de_lowest_kj_mol": 88.9,
  "max_force_ha_per_bohr": 0.033,
  "elements": ["C", "S", "H", "H", "H", "H", "C", "S", "H", "H", "H", "H"],
  "positions_angstrom": [[-1.7204, 0.5264, 0.8798], [-1.8194, 0.3273, -0.9235], [-0.9026, 1.2186, 1.0876], [-1.4404, -0.4004, 1.3852], [-2.6219, 0.9157, 1.3449], [-2.8897, -0.4865, -0.9046], [1.9584, -0.7350, -0.2337], [2.2656, 0.9590, -0.7767], [2.0907, -0.7565, 0.8593], [2.7354, -1.4021, -0.6060], [0.9287, -1.0753, -0.2920], [1.4156, 0.9087, -1.8204]],
  "atomic_forces_ev_per_a": [[0.6432, 0.0765, 0.1942], [-0.1412, 0.1970, 0.7427], [-0.1140, 0.1302, -0.1791], [-0.1801, -0.1540, -0.2381], [-0.1938, -0.0122, -0.3107], [0.1267, -0.0841, -0.1670], [0.1501, 0.0964, 1.6766], [-0.6678, -0.7590, -0.0415], [0.4154, 0.3558, -0.1762], [-0.2178, -0.0705, -0.4221], [0.0966, 0.0574, -0.9963], [0.0828, 0.1665, -0.0823]],
  "mulliken_charge": [-0.728, -0.062, 0.255, 0.325, 0.349, 0.202, -0.652, 0.159, 0.308, 0.374, 0.235, 0.236]
}

# 5
{
  "formula": "C2H9BN",
  "method": "ωB97M-V/def2-TZVPD",
  "e_tot_ha": -160.73956,
  "multiplicity": 1,
  "homo_ha": [-0.448, -0.432],
  "total_charge": 1,
  "de_lowest_kj_mol": 458.2,
  "max_force_ha_per_bohr": 0.079,
  "elements": ["B", "C", "C", "N", "H", "H", "H", "H", "H", "H", "H", "H", "H"],
  "positions_angstrom": [[2.8289, -0.1679, 0.0082], [0.2298, 0.7922, -0.0325], [-0.5342, -0.4155, -0.0140], [-2.0099, -0.0258, 0.0668], [3.2942, -0.1238, 0.9669], [3.0367, -0.4054, -1.0216], [0.8004, 1.1397, 0.7692], [0.2552, 1.3366, -0.9604], [-0.3263, -1.0049, -0.9235], [-0.2151, -1.1529, 0.7883], [-2.2014, 0.5696, 0.9003], [-2.6639, -0.7560, 0.2835], [-2.4945, 0.2142, -0.8314]],
  "atomic_forces_ev_per_a": [[-3.8429, 1.1306, -0.7723], [3.0929, -0.2544, -1.1373], [1.0906, -2.2588, 0.1508], [-1.9712, -0.7186, 0.2813], [1.4225, 0.1911, 3.4333], [0.6838, -0.7697, -3.0462], [-0.0519, 0.8937, 1.5341], [0.0389, 0.3288, -0.0798], [-1.0267, 0.3042, 0.0512], [-1.1049, 1.1774, -0.4066], [0.4586, 0.5816, -1.2739], [0.0027, -1.7417, 0.5114], [1.2076, 1.1359, 0.7538]],
  "mulliken_charge": [0.195, -1.126, -0.349, -0.336, 0.082, 0.077, 0.481, 0.305, 0.277, 0.291, 0.379, 0.358, 0.364]
}

# 6
{
  "formula": "C2H9ClN3",
  "method": "ωB97M-V/def2-TZVPD",
  "e_tot_ha": -705.56026,
  "multiplicity": 3,
  "homo_ha": [-0.327, -0.542],
  "s_squared": 2.006,
  "total_charge": 1,
  "max_force_ha_per_bohr": 0.141,
  "elements": ["C", "C", "N", "N", "N", "Cl", "H", "H", "H", "H", "H", "H", "H", "H", "H"],
  "positions_angstrom": [[-0.5875, -0.0764, -0.2229], [0.9240, 0.3502, -0.6337], [-1.7022, 0.8093, -0.4740], [1.8452, -0.5583, -0.4331], [-0.5549, -0.0824, 1.3297], [1.0485, 2.1268, 0.1271], [-0.6340, -1.1040, -0.6628], [0.6912, 0.5554, -1.5873], [-2.3502, 0.4921, -1.2010], [-1.4670, 1.7035, -0.6315], [1.9903, -0.6522, 0.5622], [2.7834, -0.4456, -0.8155], [-1.5346, 0.1871, 1.7330], [-0.0509, -0.7913, 1.8753], [-0.0033, 0.8227, 1.4854]],
  "atomic_forces_ev_per_a": [[0.8728, -0.7365, 0.4433], [-6.0597, -3.2285, -2.2734], [-0.2306, -4.8537, -0.3958], [3.2193, -1.4792, 2.2631], [-0.9074, 2.0968, 1.5199], [1.0100, 5.6011, 3.0026], [-0.9003, 0.7465, 0.8520], [0.3659, 1.0223, -3.8476], [0.4766, -0.0467, 0.3988], [1.2145, 4.0820, -0.5385], [0.4120, -0.7588, 0.6652], [-0.2630, -0.2373, -0.8443], [1.9766, -1.1856, -0.9173], [-0.5678, -0.2192, -0.3535], [-0.6191, -0.8032, 0.0254]],
  "mulliken_charge": [-0.077, -0.704, -0.494, -0.182, -0.365, -0.186, 0.418, 0.531, 0.275, 0.193, 0.268, 0.311, 0.390, 0.323, 0.300]
}

# 7
{
  "formula": "C2H9N2",
  "method": "ωB97M-V/def2-TZVPD",
  "e_tot_ha": -190.83709,
  "multiplicity": 1,
  "homo_ha": -0.573,
  "total_charge": 1,
  "de_lowest_kj_mol": 97.7,
  "max_force_ha_per_bohr": 0.061,
  "elements": ["N", "H", "H", "H", "H", "C", "C", "N", "H", "H", "H", "H", "H"],
  "positions_angstrom": [[-1.7745, 0.5239, 0.7729], [-1.8150, 1.1941, 1.5412], [-2.4247, 0.8502, 0.0720], [-2.1685, -0.3274, 1.1786], [-0.4128, 0.0332, 0.4277], [0.9435, 0.5047, -1.2752], [1.2032, -1.1814, 0.5274], [0.5250, -0.3472, -0.1363], [0.7277, -0.0943, -2.1674], [0.1910, 1.2844, -1.3117], [1.9789, 0.7744, -1.1211], [0.9744, -1.5900, 1.5017], [2.0517, -1.6247, -0.0097]],
  "atomic_forces_ev_per_a": [[-0.2978, -0.2117, 1.2503], [0.0856, 0.0764, -0.1970], [-0.0662, 0.0058, -0.2707], [-0.2050, 0.1343, -0.2191], [0.5451, 0.0398, -1.3984], [-1.1910, -1.9272, -0.1034], [1.3219, -0.9952, -2.0605], [-0.9797, 1.2709, 2.7160], [0.6841, 0.2146, -0.1228], [0.4976, 0.5785, 0.1552], [-0.0252, 0.3545, -0.3858], [-0.6404, 0.1782, 0.0118], [0.2710, 0.2811, 0.6244]],
  "mulliken_charge": [-0.890, 0.285, 0.282, 0.314, 0.436, -0.820, -0.128, -0.027, 0.351, 0.290, 0.352, 0.258, 0.297]
}

# 8
{
  "formula": "C2H9N2",
  "method": "ωB97M-V/def2-TZVPD",
  "e_tot_ha": -190.81736,
  "multiplicity": 1,
  "homo_ha": -0.542,
  "total_charge": 1,
  "de_lowest_kj_mol": 149.5,
  "max_force_ha_per_bohr": 0.061,
  "elements": ["N", "H", "H", "H", "H", "C", "C", "N", "H", "H", "H", "H", "H"],
  "positions_angstrom": [[-1.0458, -1.3992, 1.8738], [-0.4184, 1.7822, 0.0197], [-1.4880, -1.0188, 2.7303], [-1.8515, -1.9991, 1.5169], [-0.2269, -1.9638, 2.1415], [0.7856, 0.2362, -2.2272], [0.9534, 0.9806, -1.1082], [0.1064, 0.9091, 0.1075], [0.2684, -0.7882, -2.2390], [1.3366, 0.2635, -3.1390], [1.5943, 1.8529, -0.8809], [0.5417, 1.0116, 1.0289], [-0.5558, 0.1329, 0.1757]],
  "atomic_forces_ev_per_a": [[-1.7323, -0.2382, -0.0648], [-0.5828, -0.1367, 0.2062], [0.8073, -0.2063, -0.4593], [1.8893, 0.5767, 0.4054], [-0.9196, 0.0477, -0.1007], [-0.3074, -1.7867, 2.5441], [0.6480, -0.0515, -1.1004], [-0.8562, 0.4417, -0.3956], [-0.0420, 1.9239, 0.5048], [0.6685, 1.0363, -0.2542], [-0.0674, -0.6235, -1.2384], [0.5952, -0.4860, -0.2956], [-0.1008, -0.4973, 0.2484]],
  "mulliken_charge": [-0.812, 0.405, 0.273, 0.282, 0.266, -0.687, 0.041, -0.329, 0.225, 0.303, 0.349, 0.361, 0.324]
}

# 9
{
  "formula": "C2H9N2",
  "method": "ωB97M-V/def2-TZVPD",
  "e_tot_ha": -190.84785,
  "multiplicity": 1,
  "homo_ha": -0.590,
  "total_charge": 1,
  "de_lowest_kj_mol": 69.4,
  "max_force_ha_per_bohr": 0.090,
  "elements": ["C", "C", "N", "N", "H", "H", "H", "H", "H", "H", "H", "H", "H"],
  "positions_angstrom": [[1.4907, 0.4810, 0.5691], [0.6858, -0.4362, 1.3750], [-0.5100, -0.7458, 1.0239], [-1.2908, 0.1178, -1.4572], [2.3190, -0.0208, 0.3510], [1.7642, 1.3576, 1.2826], [1.1129, 0.7686, -0.3927], [1.1447, -0.7387, 2.2336], [-1.0937, -1.4375, 1.4869], [-0.8033, -0.4361, 0.0315], [-0.5856, 0.2822, -2.1913], [-1.9969, 0.7525, -1.7726], [-1.7602, -0.7383, -1.7877]],
  "atomic_forces_ev_per_a": [[-2.2631, 2.8662, 2.0216], [-2.0349, 1.2816, -2.4979], [0.6684, -0.5324, -0.6419], [0.0410, -0.9990, -1.5648], [4.1431, -1.9601, -0.5846], [-0.3422, -1.2481, -1.4688], [-0.7369, 0.5040, -0.0344], [0.6777, -1.2737, 2.5257], [0.2750, 0.2179, 0.3580], [-0.2968, 0.3689, 0.6883], [0.0333, -0.2753, 0.5017], [-0.6586, 1.1674, 0.5081], [0.4940, -0.1175, 0.1890]],
  "mulliken_charge": [-0.986, 0.144, -0.188, -0.933, 0.378, 0.297, 0.251, 0.484, 0.273, 0.425, 0.297, 0.254, 0.303]
}

# 10
{
  "formula": "C2H9N2O",
  "method": "ωB97M-V/def2-TZVPD",
  "e_tot_ha": -266.28326,
  "multiplicity": 1,
  "homo_ha": -0.098,
  "total_charge": -1,
  "de_lowest_kj_mol": 161.0,
  "max_force_ha_per_bohr": 0.084,
  "elements": ["C", "O", "H", "H", "H", "N", "C", "N", "H", "H", "H", "H", "H", "H"],
  "positions_angstrom": [[1.5273, 1.2410, -1.6802], [0.6232, 1.0284, -0.7107], [1.2191, 1.0085, -2.6943], [2.4105, 0.5175, -1.5452], [1.8412, 2.2587, -1.9770], [0.0165, -1.3585, 0.7548], [-1.0061, -0.7124, 1.4769], [-1.6350, 0.3902, 0.8111], [0.0627, -2.3109, 0.8073], [0.6019, -0.7018, 0.2962], [-0.5214, -0.6353, 2.5293], [-1.9538, -1.4244, 1.6561], [-2.2860, -0.0735, 0.0732], [-0.8999, 0.7726, 0.2023]],
  "atomic_forces_ev_per_a": [[0.6108, -1.4146, -0.0898], [-0.2122, 0.5089, 0.3170], [-0.8553, -0.9723, -1.0542], [-0.0121, 1.1272, -0.2412], [0.6370, 0.6723, 1.1546], [-0.9172, 1.2638, -0.3964], [-2.0641, -2.7193, 2.6482], [-0.9888, -0.3286, -1.5662], [0.6478, -2.3023, -0.2225], [1.0090, 0.3026, -1.1113], [-1.4920, 1.4252, -0.9977], [2.1332, 0.7092, -0.0346], [1.4265, 1.0629, 1.6846], [0.0774, 0.6651, -0.0906]],
  "mulliken_charge": [-0.795, -0.840, 0.224, 0.163, 0.233, -0.397, -0.298, -0.788, 0.081, 0.239, 0.190, 0.217, 0.261, 0.510]
}

# 11
{
  "formula": "C2H9N2O",
  "method": "ωB97M-V/def2-TZVPD",
  "e_tot_ha": -266.18159,
  "multiplicity": 2,
  "homo_ha": [-0.129, -0.262],
  "s_squared": 0.756,
  "de_lowest_kj_mol": 244.0,
  "max_force_ha_per_bohr": 0.065,
  "elements": ["C", "C", "N", "N", "H", "H", "H", "H", "H", "H", "H", "H", "H", "O"],
  "positions_angstrom": [[-0.7722, -1.0532, 0.9965], [-0.2893, -0.1201, 1.8930], [0.5669, 0.8777, 1.2734], [-0.9373, -0.5938, -0.3985], [-0.9193, -2.0184, 1.2341], [-0.3741, -0.2021, 2.9319], [0.5967, 1.8653, 1.5265], [1.4513, 0.5902, 0.7984], [-0.7294, -1.3981, -1.0025], [-0.3740, 0.3221, -0.5029], [-1.8755, -0.3825, -0.7122], [1.8318, 0.2559, -2.5108], [0.8275, 1.1143, -3.1898], [0.9969, 0.7426, -2.3370]],
  "atomic_forces_ev_per_a": [[1.1463, 2.7176, -0.0707], [0.3252, 1.5870, -1.9865], [0.5354, 0.4357, -0.5770], [0.5557, -0.3404, -0.0981], [-1.0139, -3.2054, 0.2007], [0.1389, -0.1712, 1.3173], [-0.2530, -0.8163, 0.2393], [-0.6797, -0.0404, 0.7868], [0.9036, 0.9707, -0.0576], [-0.2941, -1.8135, 0.0522], [-1.3411, 0.6770, 0.2002], [-0.6864, 0.3190, 0.5118], [-0.4573, 0.5844, -0.8082], [1.1204, -0.9042, 0.2897]],
  "mulliken_charge": [-0.880, -0.403, -0.727, -0.531, 0.528, 0.483, 0.165, 0.228, 0.401, 0.401, 0.342, 0.322, 0.297, -0.626]
}

# 12
{
  "formula": "C2H9N2O",
  "method": "ωB97M-V/def2-TZVPD",
  "e_tot_ha": -265.95094,
  "multiplicity": 1,
  "homo_ha": [-0.479, -0.486],
  "total_charge": 1,
  "de_lowest_kj_mol": 527.0,
  "max_force_ha_per_bohr": 0.064,
  "elements": ["C", "C", "N", "N", "O", "H", "H", "H", "H", "H", "H", "H", "H", "H"],
  "positions_angstrom": [[0.2975, 1.6748, 1.3199], [0.4057, -0.4538, -0.1166], [-0.5502, -1.4095, 0.2660], [-0.0077, 0.1854, -1.6038], [1.5950, -0.9461, -0.3583], [-0.6334, 2.0363, 0.8783], [1.2516, 2.1776, 1.2118], [0.0346, 1.0327, 2.1828], [-1.4212, -0.9992, 0.0248], [-0.5180, -2.3688, 0.0256], [0.8133, 0.6084, -2.0718], [-0.4782, -0.5929, -2.1255], [-0.7045, 0.8761, -1.8234], [1.6647, -1.8464, -0.2014]],
  "atomic_forces_ev_per_a": [[-1.2116, -2.7919, -0.5579], [-1.2482, 0.7994, 0.9245], [0.1706, 2.8453, 0.0526], [-0.4043, -0.7198, -1.4608], [1.2752, 2.9805, -0.5438], [0.6069, 0.3570, -0.1695], [-0.2096, -0.1603, 0.0088], [0.8155, 0.6248, -0.4065], [-1.3179, -0.2024, 0.5690], [0.5854, -1.0523, -0.4987], [-0.0508, -1.0366, 0.1664], [1.4940, 0.1912, -0.0109], [-0.7619, 1.1049, 1.3231], [0.2569, -2.9398, 0.6035]],
  "mulliken_charge": [-0.693, 0.283, -0.522, -0.466, -0.397, 0.314, 0.339, 0.319, 0.243, 0.229, 0.362, 0.344, 0.327, 0.317]
}